ORCA calculation (ωB97M-V/def2-TZVPD) on a structure of composition C10H13O4P at a distorted geometry.

The geometry in ORCA input format:
```
! wB97M-V def2-TZVPD RIJCOSX def2/J DEFGRID3
* xyz 0 1
P 2.789 0.773 -0.259
O 2.180 2.091 -1.008
O 2.052 -0.445 -0.899
O 0.872 0.223 1.370
O 4.247 0.752 -0.323
C -3.654 -1.382 1.463
C -1.396 -0.416 0.163
C -3.695 -1.241 0.058
C -2.498 -0.826 -0.540
C 2.103 0.778 1.383
C 2.553 -0.737 -2.195
C 0.875 2.387 -1.373
C -2.481 -1.129 2.177
C -0.115 -0.251 2.220
C -1.366 -0.567 1.519
H 0.025 -0.526 3.276
H 2.028 -1.570 -2.529
H 0.439 1.439 -1.621
H -2.517 -0.536 -1.560
H -4.599 -1.556 2.027
H 2.325 0.184 -2.659
H -4.381 -1.673 -0.546
H 0.125 2.946 -0.703
H 0.947 2.934 -2.360
H -2.546 -1.311 3.221
H 3.576 -0.893 -2.154
H -0.538 -0.083 -0.501
H 2.648 0.635 2.353
*
```

The value obtained for the LUMO energy (alpha / beta) is -0.010 / -0.017 Ha. The calculation puts the energy at -1031.06402 Ha. As for the HOMO-LUMO gap (alpha / beta): 7.30 / 7.71 eV. The value obtained for the max |F| is 0.086 Eh/bohr. The HOMO energy (alpha / beta) comes out at -0.27776 / -0.30068 Eh. For the relative energy (zero: lowest compared OMol25 entry of this formula, charge and spin), the calculation gives 76.13 kcal/mol.